{"formula": "C15H26Hg2O8", "method": "ωB97M-V with the def2-TZVPD basis set", "species": ["Hg", "Hg", "O", "O", "O", "O", "O", "O", "O", "O", "C", "C", "C", "C", "C", "C", "C", "C", "C", "C", "C", "C", "C", "C", "C", "H", "H", "H", "H", "H", "H", "H", "H", "H", "H", "H", "H", "H", "H", "H", "H", "H", "H", "H", "H", "H", "H", "H", "H", "H", "H"], "positions_angstrom": [[19.225, 22.319, -21.767], [16.030, 23.381, -21.160], [17.697, 23.820, -22.872], [21.626, 22.980, -19.972], [16.732, 21.593, -15.038], [17.729, 19.644, -15.193], [15.399, 25.620, -20.549], [18.385, 23.778, -20.002], [21.524, 22.537, -22.046], [14.829, 27.580, -19.672], [17.327, 19.266, -17.384], [17.321, 20.710, -15.757], [17.535, 24.511, -17.859], [23.752, 22.740, -20.851], [18.013, 25.072, -23.363], [15.278, 28.888, -19.446], [17.303, 20.739, -17.164], [16.562, 29.039, -20.332], [17.720, 18.617, -16.088], [18.552, 24.655, -18.951], [22.268, 22.666, -21.004], [23.898, 22.996, -19.334], [15.658, 26.844, -20.349], [16.958, 27.662, -20.692], [22.466, 22.947, -18.787], [17.958, 24.818, -16.902], [17.003, 17.823, -15.881], [24.524, 22.158, -19.025], [22.203, 23.813, -18.179], [17.246, 25.740, -22.973], [22.337, 22.148, -18.056], [18.305, 21.042, -17.466], [15.656, 29.210, -18.476], [16.655, 25.061, -18.194], [24.015, 23.572, -21.504], [18.557, 25.690, -19.293], [24.192, 21.830, -21.260], [18.126, 18.958, -18.059], [17.268, 23.456, -17.904], [17.243, 27.592, -21.742], [16.402, 29.503, -21.305], [17.796, 27.306, -20.093], [19.030, 25.428, -23.196], [24.424, 23.949, -19.287], [19.520, 24.542, -18.464], [16.408, 21.279, -17.474], [14.514, 29.617, -19.716], [16.424, 18.833, -17.815], [17.929, 25.197, -24.442], [17.290, 29.618, -19.764], [18.643, 18.115, -16.377]], "homo_lumo_gap_ev": 3.521, "total_charge": 2, "e_lumo_ev": -10.34, "energy_ev": -40682.398, "max_force_ev_per_a": 10.5}

{"formula": "C15H26IN4O2Yb", "method": "ωB97M-V with the def2-TZVPD basis set", "species": ["Yb", "I", "O", "O", "N", "N", "N", "N", "C", "C", "C", "C", "C", "C", "C", "C", "C", "C", "C", "C", "C", "C", "C", "H", "H", "H", "H", "H", "H", "H", "H", "H", "H", "H", "H", "H", "H", "H", "H", "H", "H", "H", "H", "H", "H", "H", "H", "H", "H"], "positions_angstrom": [[0.913, -0.916, 1.587], [1.103, -2.339, -3.208], [-0.253, 0.158, 0.075], [1.255, 0.922, 2.351], [-3.634, 0.592, -0.657], [3.056, -0.524, -1.315], [2.368, -2.249, -0.208], [-3.151, -0.219, 1.325], [3.635, -0.447, -0.041], [1.660, -3.474, 0.152], [-3.508, 0.750, -2.090], [-0.616, -1.811, -4.052], [-2.595, 0.207, 0.141], [-4.512, -0.141, 1.218], [-4.810, 0.340, -0.016], [3.285, -1.570, 0.621], [2.052, 3.007, 3.086], [1.455, 2.246, 1.921], [-1.340, 0.805, 0.160], [2.302, -1.629, -1.414], [-2.364, -0.884, 2.372], [3.309, 0.390, -2.429], [0.206, 2.910, 1.400], [-0.990, -0.943, -3.504], [-4.325, 1.382, -2.463], [-1.331, -2.625, -3.920], [1.361, -3.431, 1.218], [-0.462, -1.579, -5.107], [4.125, 1.066, -2.147], [4.296, 0.362, 0.232], [0.774, -3.584, -0.488], [1.353, 2.980, 3.930], [-3.554, -0.257, -2.537], [-5.180, -0.505, 1.978], [-0.209, 2.419, 0.509], [2.408, 0.978, -2.656], [-0.574, 2.924, 2.167], [2.988, 2.547, 3.411], [2.305, -4.357, 0.018], [-3.073, -1.268, 3.126], [-2.542, 1.197, -2.331], [-1.836, -1.770, 1.945], [2.252, 4.055, 2.844], [2.173, 2.226, 1.089], [0.411, 3.946, 1.107], [3.593, -0.184, -3.323], [-5.758, 0.485, -0.497], [3.615, -1.993, 1.558], [-1.635, -0.193, 2.861]], "homo_lumo_gap_ev": [1.604, 1.708], "total_charge": -2, "multiplicity": 2, "e_lumo_ev": [4.11, 4.08], "energy_ev": -65651.299, "max_force_ev_per_a": 4.2}

{"formula": "C15H26N", "method": "ωB97M-V with the def2-TZVPD basis set", "species": ["N", "C", "C", "C", "C", "C", "C", "C", "C", "C", "C", "C", "C", "C", "C", "C", "H", "H", "H", "H", "H", "H", "H", "H", "H", "H", "H", "H", "H", "H", "H", "H", "H", "H", "H", "H", "H", "H", "H", "H", "H", "H"], "positions_angstrom": [[-1.880, -0.160, -0.271], [-0.169, 0.025, 1.881], [-2.326, -1.275, 2.029], [1.975, -1.124, 2.403], [-3.893, -1.692, -1.053], [-1.162, 0.916, -1.077], [-1.622, -0.014, 1.611], [-5.371, -1.856, -0.713], [0.863, 1.648, -2.484], [0.597, -1.159, 2.109], [-3.352, -0.296, -0.782], [2.680, 0.088, 2.395], [1.944, 1.273, 2.229], [-0.026, 0.490, -2.020], [-2.416, 1.219, 1.965], [0.567, 1.239, 1.963], [1.311, 2.171, -1.633], [-3.480, 1.151, 1.661], [0.102, -2.139, 2.096], [3.764, 0.095, 2.566], [0.339, 2.393, -3.090], [-2.039, -1.561, 3.049], [-3.348, 0.215, -1.787], [-0.447, 0.014, -2.926], [1.704, 1.314, -3.103], [-6.041, -1.184, -1.266], [-2.066, -2.098, 1.349], [-0.808, 1.699, -0.384], [-4.008, 0.279, -0.091], [-5.547, -1.684, 0.356], [-3.780, -1.902, -2.124], [0.081, 2.207, 1.812], [0.606, -0.265, -1.528], [-3.413, -1.176, 2.038], [-2.001, 2.146, 1.557], [-2.439, 1.323, 3.075], [-1.463, -1.024, -0.685], [2.510, -2.069, 2.568], [-3.311, -2.447, -0.522], [-1.949, 1.344, -1.741], [2.485, 2.222, 2.221], [-5.733, -2.870, -0.921]], "homo_lumo_gap_ev": 9.397, "total_charge": 1, "e_lumo_ev": -3.36, "relative_energy_kj_mol": 98.6, "energy_ev": -17459.969, "max_force_ev_per_a": 2.2}

{"formula": "C15H26N2O2S", "method": "ωB97M-V with the def2-TZVPD basis set", "species": ["S", "O", "O", "N", "N", "C", "C", "C", "C", "C", "C", "C", "C", "C", "C", "C", "C", "C", "C", "C", "H", "H", "H", "H", "H", "H", "H", "H", "H", "H", "H", "H", "H", "H", "H", "H", "H", "H", "H", "H", "H", "H", "H", "H", "H", "H"], "positions_angstrom": [[0.889, 1.012, 2.388], [0.292, -3.954, 0.590], [0.349, -2.033, -0.562], [0.106, 0.907, -0.101], [-1.186, -0.296, 1.419], [0.479, 2.031, -2.919], [-1.668, -2.556, 0.580], [-1.205, -2.169, 3.004], [-0.568, 3.631, -1.296], [1.561, 1.696, -1.894], [-0.233, -2.935, 0.228], [-1.513, -0.692, 2.774], [0.526, 3.328, -0.278], [1.087, 1.910, -0.457], [2.653, -1.845, 0.213], [-1.978, -3.025, 2.005], [-0.037, 3.452, -2.716], [-0.120, 0.505, 1.165], [1.718, -2.267, -0.910], [-1.939, -1.048, 0.442], [2.523, -2.500, 1.071], [-0.920, 4.656, -1.158], [2.424, 2.341, -2.065], [-1.421, 2.968, -1.135], [-3.051, -2.935, 2.189], [0.142, 3.427, 0.738], [3.683, -1.911, -0.125], [-1.712, -0.736, -0.575], [1.888, 0.662, -2.018], [-1.694, -4.073, 2.107], [0.778, 4.158, -2.885], [1.848, -3.330, -1.137], [-3.008, -0.872, 0.626], [-2.582, -0.505, 2.932], [-0.571, 0.696, -0.815], [1.344, 4.040, -0.398], [-2.308, -3.092, -0.130], [-0.824, 3.669, -3.441], [1.928, 1.781, 0.233], [-1.475, -2.442, 4.025], [1.882, -1.673, -1.811], [-0.353, 1.326, -2.838], [-0.134, -2.335, 2.880], [2.443, -0.824, 0.520], [-0.938, -0.070, 3.460], [0.891, 1.926, -3.925]], "homo_lumo_gap_ev": 8.420, "e_lumo_ev": 0.56, "relative_energy_kj_mol": 0.0, "smiles": "CCOC(=O)[C@H]1CCCN(C(=S)NC2CCCCC2)C1", "energy_ev": -33888.963, "max_force_ev_per_a": 0.8}